<A>
The following is a DFT calculation (wB97M-V/def2-TZVPD) of a molecular structure, C37H41CaN16O5.

Structure (XYZ):
```
100
C37H41CaN16O5 wB97M-V/def2-TZVPD
H -0.950 -6.193 -2.200
H 1.940 1.029 4.860
O 2.712 4.627 1.170
C -5.311 3.475 -2.989
H 4.323 -0.678 2.734
H -6.739 1.886 -2.752
N 2.585 0.426 4.365
H 5.546 -1.841 -0.467
H 7.655 1.084 -0.209
C -4.693 -3.673 -2.315
H 2.830 -1.656 4.487
H 2.234 5.830 3.170
N 0.729 2.564 -0.811
H -2.339 1.292 0.046
C -1.282 -5.274 -1.722
N 0.108 -4.296 -3.481
C -0.791 2.151 2.088
H -6.049 4.265 -2.939
H -5.606 -6.919 -2.242
C -0.133 2.108 -1.710
C -3.975 3.792 -3.164
N 1.677 4.346 4.505
N 5.801 0.224 -0.658
C -5.521 -4.788 -2.381
N -6.456 -1.969 -2.633
H 6.515 0.098 3.079
C -0.296 -2.971 -1.776
C -4.261 -2.343 2.074
O 1.335 -2.519 2.634
N -5.003 -3.230 2.093
H -3.852 -0.647 0.059
H 1.230 -1.105 4.938
C -2.574 -0.943 3.189
N -6.455 -0.615 -2.817
C -5.701 2.160 -2.877
N 6.369 1.362 1.417
C 0.633 -3.102 -3.644
C 2.461 4.048 2.240
C 4.491 -0.726 1.658
H -6.579 -4.656 -2.564
H 3.798 -0.318 -0.821
H 2.111 4.682 5.351
H 7.762 -0.140 1.832
C -3.332 -3.829 -2.081
H -2.642 -1.585 4.059
C -1.742 0.144 3.196
C -4.970 -6.044 -2.205
H -1.188 2.701 -4.375
H 1.344 4.578 -0.432
C -5.224 -2.334 -2.512
H 4.109 1.437 -0.855
H -3.189 -7.189 -1.876
C -3.006 2.799 -3.236
C 1.545 -1.323 2.839
O -4.376 -1.269 -2.602
H 3.882 -1.528 1.237
C 4.385 0.490 -0.382
H -0.454 2.502 3.061
O 1.413 -0.382 1.983
H 6.328 2.240 -0.479
O 2.339 2.798 2.414
C 6.148 -1.048 -0.018
H -2.720 -2.943 -2.027
C 0.727 3.908 -1.012
H -0.386 1.071 -1.856
C -3.395 1.462 -3.120
N -0.639 3.142 -2.402
C -4.746 1.145 -2.933
H 7.206 -1.257 -0.197
N -0.490 -4.197 -2.279
C -1.629 1.021 2.075
H -1.585 4.301 -3.737
C -2.411 0.667 0.932
C -3.607 -6.196 -1.996
H 0.697 4.605 4.500
C -1.581 3.239 -3.510
N 5.909 -1.025 1.425
H -3.678 4.831 -3.238
H -0.653 -2.652 -0.809
H -1.018 2.943 1.377
C 2.050 -0.931 4.239
C 6.595 1.282 -0.026
C -5.222 -0.226 -2.788
Ca 1.470 1.467 1.225
C 6.702 0.063 2.004
C -3.248 -0.420 0.932
H 1.198 -2.835 -4.523
H 2.641 0.845 3.443
C -3.359 -1.249 2.059
H 4.672 2.575 1.197
C 4.941 1.616 1.643
N 2.356 4.853 3.387
C -2.768 -5.089 -1.939
H 4.754 1.669 2.716
N -0.073 4.291 -1.971
N 4.099 0.557 1.055
N 0.411 -2.241 -2.618
H -1.053 -5.322 -0.654
H -2.669 0.661 -3.199
H -1.141 0.362 4.072
```

Gap between HOMO and LUMO (eV): 5.25
HOMO (eV): -3.643
Total charge: -1
E_LUMO (eV): 1.6047

<B>
The following is a DFT calculation (wB97M-V/def2-TZVPD) of a molecular structure, C37H41CaN16O5.

Structure (XYZ):
```
100
C37H41CaN16O5 wB97M-V/def2-TZVPD
C 1.924 4.257 -1.785
H 0.988 0.273 -1.982
H 0.481 -3.627 -4.694
C 4.251 -1.273 1.619
N -5.245 -2.354 2.939
C 1.790 -1.943 -4.417
H 0.105 1.999 -3.411
H 2.401 1.458 -3.510
H 1.861 -1.534 -6.521
C -1.427 -2.231 3.928
H -3.349 4.947 1.093
H -0.427 3.538 -2.703
C 3.559 -1.773 4.256
N -1.471 -1.739 -1.542
H 1.197 5.070 -1.850
N -1.308 -1.915 2.617
N -0.367 -2.808 4.444
C 0.312 2.736 -2.628
C 4.563 -0.859 3.960
C 4.351 -0.834 -4.339
C -0.963 -1.401 -2.708
C 1.193 1.036 -1.224
C 0.411 -2.559 -4.486
C 4.396 -1.052 -1.883
C -5.193 3.877 1.402
C 4.917 -0.607 2.646
H 0.388 -2.242 1.360
H -0.170 -2.099 -5.287
Ca -2.387 -0.680 0.571
C 4.607 -1.017 0.227
H -4.106 0.148 -1.570
H 2.926 4.669 -1.931
H 5.063 -0.333 4.761
C 2.614 2.197 -2.732
H -2.031 1.431 3.982
N -0.336 -2.454 -3.252
C 0.499 3.087 -0.288
H -1.445 -3.655 -0.565
H -1.037 -0.431 -3.176
N -4.260 -3.331 2.658
O 0.267 0.969 3.121
C -5.910 2.718 1.038
H -6.899 2.561 1.455
H -5.538 -2.479 3.898
N 2.557 1.539 -1.426
N 0.194 2.097 -1.325
H -2.392 3.301 -0.442
H -4.047 1.169 2.298
O -3.849 -2.250 0.689
C -3.613 -3.273 1.401
C -3.383 3.144 -0.031
H 3.624 2.587 -2.888
H 2.755 -2.717 1.114
C -3.501 0.973 -1.204
H -2.186 2.392 2.506
O -2.858 -4.220 1.129
C -5.747 4.830 2.290
N 1.651 3.294 -2.859
C 3.253 -2.191 1.919
C -3.916 4.060 0.833
O -0.689 0.486 1.154
N 1.845 3.654 -0.457
C -5.385 1.795 0.177
H -6.052 -2.457 2.331
C 2.470 -1.844 -3.211
O 3.782 -1.475 -0.750
H 1.899 -4.306 2.868
H 2.736 2.080 0.589
H 3.277 -1.954 5.286
H 2.000 -2.183 -2.296
H 1.111 0.589 -0.232
H 3.818 2.951 -0.526
C -0.102 -2.344 2.315
H -3.462 -0.167 3.028
N -6.202 5.609 3.014
C 1.809 -3.444 3.534
N 5.635 -0.408 -0.256
N 5.503 -0.438 -1.636
C 3.676 -0.943 -5.541
C 3.739 -1.273 -3.167
H -4.480 -4.284 2.911
C 2.395 -1.480 -5.579
C 2.808 2.553 -0.393
H -2.569 1.189 -1.719
H 5.333 -0.385 -4.285
H -5.958 0.908 -0.072
C -4.079 1.945 -0.403
H 4.137 -0.586 -6.452
H 0.431 2.600 0.686
N -3.220 0.592 2.397
H 1.860 -3.799 4.561
H -2.310 -2.029 4.509
N -0.429 -3.518 -2.420
C -0.705 0.891 2.368
C -1.120 -3.050 -1.407
N 0.478 -2.879 3.391
H -0.233 3.897 -0.336
H 5.691 0.106 2.400
C 2.902 -2.449 3.238
C -2.077 1.375 2.891
```

Gap between HOMO and LUMO (eV): 5.06
HOMO (eV): -3.462
Total charge: -1
E_LUMO (eV): 1.6011

Most stable structure: <B>

<A>
The following is a DFT calculation (wB97M-V/def2-TZVPD) of C21H25NO5 in the gas phase.

Structure (XYZ):
```
52
C21H25NO5 wB97M-V/def2-TZVPD
C 5.170 3.030 0.198
C 3.683 3.317 0.132
C -1.497 -2.162 1.066
H -3.259 0.358 -3.608
H 0.174 -3.398 1.618
O 1.063 3.356 0.470
C -1.065 0.294 1.132
H 3.241 -0.402 3.114
H 5.715 3.785 -0.362
H -1.754 2.182 -2.872
H -0.843 0.139 -4.155
H 3.316 3.299 -0.902
H -0.769 1.393 2.928
H -2.925 -5.377 -0.542
C -1.304 -4.512 0.559
C -2.162 1.485 -2.139
C 1.048 -0.714 3.162
O -1.745 0.493 -0.022
O 3.001 2.311 0.879
H -0.717 -1.435 -1.544
H 0.615 -1.245 -2.690
H -3.293 -1.223 0.388
H -3.050 1.936 -1.693
H -0.492 -1.933 3.396
C -1.115 1.271 -1.047
H -1.566 -1.448 -3.870
C -0.461 1.455 1.880
C -0.792 -3.365 1.134
C -3.239 -3.293 -0.154
C 0.113 0.546 -1.605
H -2.988 -0.495 -2.082
C -0.277 -0.763 -2.284
C 1.037 1.383 1.778
H 3.443 4.298 0.557
H 5.504 3.041 1.232
C 1.684 2.449 0.986
O 3.045 0.296 2.453
H 0.820 0.352 -0.793
H 0.600 1.210 -2.322
C -2.734 -2.143 0.423
H -4.197 -3.265 -0.653
H 5.380 2.050 -0.221
C -2.531 0.168 -2.817
C -1.290 -0.505 -3.393
C -0.928 -0.943 1.652
H -0.799 2.405 1.469
C -2.527 -4.480 -0.090
C 1.711 0.385 2.390
H -0.744 -5.434 0.613
H -0.803 2.244 -0.646
N -0.193 -1.137 2.841
O 1.697 -1.258 4.050
```

Gap between HOMO and LUMO (eV): 8.28
HOMO (eV): -8.146
SMILES string: CCOC(=O)C1=C(O)C(=O)NC(c2ccccc2)=C(OC2CCCCC2)C1
Total charge: 0
E_LUMO (eV): 0.1385

<B>
The following is a DFT calculation (wB97M-V/def2-TZVPD) of C21H25NO5 in the gas phase.

Structure (XYZ):
```
52
C21H25NO5 wB97M-V/def2-TZVPD
H 3.351 -1.332 -2.061
H 0.065 -3.098 5.687
H -0.071 -2.036 -0.756
H -3.643 0.333 1.593
C 1.049 2.155 -1.805
H 0.151 5.350 1.002
H 1.652 -3.586 3.855
H -1.940 -1.710 5.238
C -2.887 -0.453 1.624
H 2.626 -1.918 -0.562
O -0.687 -1.098 0.919
C 2.427 -1.359 -1.479
H -2.400 -1.767 -0.947
H 1.583 4.401 1.472
C 1.543 0.901 -2.112
H -2.961 -0.657 -2.209
O -2.591 -0.661 2.987
H 2.329 -0.182 0.985
O 0.524 3.023 -2.710
H 1.265 -2.621 1.608
C -1.453 -1.396 3.196
C -0.104 -2.696 4.701
H -0.216 3.351 -4.537
C 1.994 0.037 -1.117
H -1.042 0.893 -0.978
N 0.032 -1.897 -1.751
H 1.555 0.570 -3.137
C 0.343 2.566 -4.032
H 1.581 -3.162 -2.334
C 1.054 2.591 -0.459
H 1.320 -1.713 -3.326
H -3.298 -1.373 1.186
H -1.198 0.838 1.372
C 1.353 -2.090 -2.302
C 0.787 -2.966 3.675
C 0.577 -2.433 2.418
H 1.303 2.425 -4.540
C -2.143 -0.880 -1.525
C 0.566 4.345 1.068
C -0.531 -1.633 2.174
C 1.534 1.741 0.520
C -1.625 -0.038 0.858
H -2.761 0.993 -0.615
C 1.985 0.468 0.194
C -0.905 -1.155 -2.372
H -0.056 3.744 1.741
C -1.222 -1.920 4.462
C -1.897 0.328 -0.603
H -0.226 1.632 -4.062
O 0.554 3.843 -0.242
H 1.551 2.049 1.553
O -0.797 -0.747 -3.513
```

Gap between HOMO and LUMO (eV): 8.61
HOMO (eV): -7.926
SMILES string: COc1ccc(CCNC(=O)CC[C@H]2COc3ccccc3O2)cc1OC
Total charge: 0
E_LUMO (eV): 0.6868

Most stable structure: <A>